# 1
C45H60BClN8PS2Ti as an isolated structure at a distorted geometry, computed with the ωB97M-V functional and the def2-TZVPD basis.

Atoms and positions in Å:
Ti 1.24293 -1.58996 0.23133
C -1.45900 0.87204 -2.81596
C -0.18660 0.10255 -2.62421
C 0.99901 0.21485 -3.38240
C 1.98366 -0.59869 -2.82237
N 1.36569 -1.23924 -1.81675
N 0.03935 -0.84672 -1.76581
B -0.88657 -2.20607 -1.79179
N -0.22280 -3.17404 -0.76207
N -0.21276 -2.98069 0.65480
C -0.09091 -4.19154 1.24398
C -0.11679 -5.14760 0.24774
C -0.18479 -4.53288 -0.97311
C -0.01637 -5.26019 -2.25837
C 0.08097 -4.41412 2.75125
C 0.40200 -3.19182 3.60613
C 1.22156 -5.43195 2.84604
C -1.24156 -5.06944 3.23222
N -2.28211 -1.93348 -1.54684
N -2.68132 -1.35039 -0.43178
C -3.89441 -0.96833 -0.60719
C -4.31530 -1.16031 -1.91024
C -3.27160 -1.78638 -2.50495
C -3.21938 -2.39663 -3.87909
C -4.74704 -0.13652 0.36235
C -6.24489 -0.46523 0.18529
C -4.48944 1.32347 0.19640
C -4.38027 -0.61857 1.80570
C 3.42532 -0.92484 -3.26078
C 4.48446 -0.99621 -2.12895
C 3.40071 -2.25532 -3.99711
C 3.84941 0.12943 -4.33897
H -1.17263 1.94530 -2.73613
H -2.22306 0.60107 -2.10149
H -1.87703 0.74561 -3.85737
H 1.05228 1.01723 -4.08076
H -0.78279 -2.65821 -2.91502
H -0.06691 -6.20963 0.36429
H -0.17781 -6.34565 -2.03146
H 0.82355 -4.97801 -2.84450
H -0.82580 -5.10696 -2.96597
H 1.47336 -2.85974 3.57587
H 0.33201 -3.48472 4.64338
H -0.20614 -2.30213 3.49463
H 2.07911 -5.14050 2.18878
H 0.83018 -6.40657 2.49664
H 1.46374 -5.54311 3.84342
H -2.01354 -4.31619 3.52316
H -1.06793 -5.62163 4.12155
H -1.67475 -5.71257 2.43333
H -5.22336 -0.73537 -2.33767
H -3.78417 -1.79854 -4.64714
H -3.61376 -3.37999 -3.89341
H -2.17982 -2.55558 -4.24874
H -6.56578 -0.16522 -0.79268
H -6.87336 0.13582 0.90429
H -6.42809 -1.56124 0.30111
H -4.80507 1.66805 -0.79339
H -3.48262 1.61488 0.50858
H -5.14384 1.79966 0.96116
H -4.73968 -1.61391 2.10838
H -4.70856 0.13426 2.59931
H -3.32646 -0.68802 1.96113
H 4.00860 -1.80912 -1.49638
H 4.64712 -0.00583 -1.70062
H 5.34154 -1.25285 -2.71420
H 4.39791 -2.45408 -4.40257
H 2.90125 -3.04499 -3.33756
H 2.64952 -2.16385 -4.79031
H 4.11022 1.11477 -3.99874
H 3.08722 0.29625 -5.12220
H 4.68308 -0.23464 -4.89886
Cl -0.60893 -0.22273 1.64818
C -0.05075 1.38399 2.20640
C -0.96065 2.15726 2.84382
C -0.63431 3.38092 3.45403
C 0.72798 3.76468 3.29568
C 1.61360 3.03861 2.56354
C 1.24577 1.78777 1.98234
P 2.44399 0.63240 1.16973
C 3.80866 0.44990 2.32374
C 3.84474 1.09395 3.54218
C 4.94343 1.07063 4.34798
C 6.01169 0.21985 4.03951
C 5.91990 -0.48338 2.83988
C 4.91237 -0.33212 1.96107
C 2.98731 1.82537 -0.16185
C 4.24379 2.39395 -0.33605
C 4.38216 3.47669 -1.22913
C 3.27378 4.06729 -1.79009
C 1.98691 3.58756 -1.52466
C 1.89327 2.42048 -0.80452
H -1.93337 1.77600 2.82644
H -1.36589 4.00144 4.05103
H 1.11247 4.67735 3.70033
H 2.54467 3.47497 2.33760
H 3.01619 1.66703 3.85548
H 4.94995 1.54089 5.34520
H 6.85808 0.08146 4.69744
H 6.66365 -1.22381 2.58122
H 4.95217 -0.98496 1.08507
H 5.10801 1.99568 0.26748
H 5.35839 3.92263 -1.42203
H 3.37996 4.95345 -2.36804
H 1.11615 4.07556 -1.91274
H 0.89323 1.92681 -0.58500
S 2.87825 -2.66680 0.80247
S -1.33283 4.88436 -0.37504
C -2.75165 5.75946 -0.01594
N -2.88629 7.07225 0.31285
C -4.27884 7.49923 0.37865
C -4.97394 6.07438 0.54827
N -3.96929 5.19555 0.06445
H -2.21696 7.67386 -0.03492
H -4.79685 8.06330 -0.40842
H -4.39755 8.03265 1.32732
H -5.88332 6.07823 -0.07652
H -5.20935 5.86963 1.52758
H -4.08871 4.16708 0.05166

## Properties
- Kohn-Sham gap: 7.345 eV
- Total energy: -4660.92452 Ha
- Net charge: +1
- Energy relative to the best compared isomer or geometry (same formula, charge and spin): 221.1 kJ/mol

***

# 2
C29H48BF2N3P2PtS as an isolated structure at a distorted geometry, computed with the ωB97M-V functional and the def2-TZVPD basis.

Atoms and positions in Å:
Pt -0.29080 -0.12571 -0.34270
C -3.05663 3.80788 0.73647
C -2.70859 2.53365 -0.03393
C -3.39728 2.47460 -1.39834
P -0.91110 2.15917 -0.13636
C -0.13389 3.33307 -1.33461
C -0.60548 4.78883 -1.37741
C 1.39010 3.27227 -1.23283
C -0.26161 2.43131 1.52554
C 0.20228 3.65504 2.00725
C 0.88026 3.76867 3.20888
C 1.35283 5.10007 3.73182
C 1.13226 2.58251 3.89852
C 0.66425 1.36065 3.45523
C -0.11742 1.25758 2.29178
N -0.65815 0.07341 1.79626
C -0.80406 -1.07472 2.54729
C -0.97800 -1.09515 3.94975
C -1.11917 -2.27789 4.64331
C -1.11709 -3.52196 4.00623
C -1.26681 -4.80739 4.77843
C -1.02762 -3.50796 2.62692
C -0.88492 -2.32465 1.89234
P -1.03146 -2.23974 0.10215
C -0.30359 -3.66740 -0.81622
C 1.16218 -3.40628 -1.16941
C -0.41853 -5.07253 -0.21466
C -2.85528 -2.31511 -0.18406
C -3.44740 -3.72337 -0.17811
C -3.58903 -1.42755 0.82410
H -4.13776 3.84052 0.89722
H -2.57480 3.83699 1.71349
H -2.78084 4.71123 0.19402
H -3.06888 1.68712 0.55980
H -3.15825 3.35216 -2.00427
H -3.11187 1.58914 -1.96720
H -4.48203 2.45739 -1.26445
H -0.41551 2.86065 -2.28402
H -0.39874 5.32604 -0.45089
H -0.06757 5.30929 -2.17458
H -1.66873 4.88282 -1.58830
H 1.74443 3.74659 -0.31565
H 1.75237 2.24532 -1.23875
H 1.83300 3.80110 -2.08133
H 0.05271 4.54999 1.41297
H 1.19429 5.88890 2.99526
H 0.81976 5.38784 4.64066
H 2.41707 5.07865 3.97493
H 1.72945 2.61343 4.80516
H 0.93359 0.46511 3.99433
H -1.02993 -0.16286 4.49087
H -1.24882 -2.23443 5.72041
H -0.76332 -4.74898 5.74461
H -2.31550 -5.04631 4.97422
H -0.83708 -5.64754 4.23090
H -1.08557 -4.45217 2.10278
H -0.87757 -3.62614 -1.75012
H 1.76352 -3.27042 -0.26590
H 1.56502 -4.26495 -1.71352
H 1.27669 -2.51732 -1.78397
H 0.33022 -5.20941 0.56754
H -1.39437 -5.30892 0.20072
H -0.20681 -5.80597 -0.99606
H -2.98779 -1.88817 -1.18081
H -3.29188 -4.21197 0.78805
H -4.52751 -3.65479 -0.33689
H -3.04066 -4.36056 -0.96338
H -3.66777 -1.93159 1.79035
H -3.07631 -0.47965 0.99262
H -4.59889 -1.21920 0.46276
F 2.40565 -0.57735 0.80533
B 1.74689 -0.40962 -0.35891
F 2.58189 -0.46066 -1.42868
C 1.09996 0.25979 -3.95028
N -0.04106 0.23044 -4.85305
C -1.29318 -0.09158 -4.51181
S -1.81242 -0.52137 -2.95011
N -2.19530 -0.05666 -5.52109
C -1.87262 0.18476 -6.90987
H 1.83678 -0.48895 -4.24044
H 0.76049 0.04801 -2.94388
H 1.56134 1.24778 -3.96128
H 0.13507 0.43847 -5.82056
H -3.11905 -0.35715 -5.26528
H -1.20312 -0.57826 -7.31726
H -1.41748 1.16862 -7.05153
H -2.79285 0.16940 -7.48680

## Properties
- Kohn-Sham gap (alpha / beta): 5.856 / 6.055 eV
- Total energy: -2723.04397 Ha
- Net charge: 0
- Energy relative to the best compared isomer or geometry (same formula, charge and spin): 108.1 kJ/mol

***

# 3
C39H91F6N5NiO17P as an isolated structure at a distorted geometry, computed with the ωB97M-V functional and the def2-TZVPD basis.

Atoms and positions in Å:
Ni -2.32126 3.41509 -1.46809
P -1.11850 0.45304 0.36470
F -0.53362 1.43020 1.51648
F -2.57821 0.43397 1.06477
F -1.49360 1.86449 -0.44173
F -1.73788 -0.25215 -0.99975
F 0.34872 0.39078 -0.35073
F -0.65993 -0.94105 1.05815
C -5.30421 2.87936 7.80336
O -4.26776 2.17827 7.18472
C -2.95000 2.80436 7.28248
C -1.88501 2.02188 6.58012
O -2.27946 1.54844 5.33216
C -1.24444 1.16853 4.42388
C -0.27270 0.03714 4.88457
O -0.91247 -1.18150 5.30009
C -1.52968 -1.89183 4.25835
H -5.30752 2.82815 8.89215
H -6.21463 2.37961 7.47245
H -5.38955 3.89354 7.41316
H -2.65545 3.01796 8.30996
H -3.03605 3.81385 6.88044
H -1.78302 1.14540 7.22003
H -0.94240 2.56789 6.61836
H -0.64679 2.00877 4.07046
H -1.76163 0.99581 3.48007
H 0.25855 0.49279 5.72019
H 0.50605 -0.05005 4.12690
H -2.30593 -1.33265 3.73599
H -2.09038 -2.72885 4.67443
H -0.77745 -2.32623 3.59991
C 2.80512 -1.51863 2.57474
O 3.72952 -0.48193 2.24330
C 3.47554 0.09916 0.93652
C 4.56388 1.18463 0.65639
O 4.47954 2.24804 1.53723
C 5.53863 3.28314 1.41135
C 5.35178 4.53822 2.29205
O 6.62735 5.16428 2.65056
C 7.28816 5.75910 1.51129
H 3.00869 -2.33291 1.87931
H 1.78895 -1.18216 2.36912
H 2.76513 -1.77295 3.63390
H 2.49513 0.57415 0.97226
H 3.49826 -0.66810 0.16263
H 4.45901 1.65121 -0.32310
H 5.50817 0.65326 0.77498
H 5.56914 3.42899 0.33158
H 6.52574 2.85009 1.57318
H 5.01349 4.21248 3.27570
H 4.65655 5.18922 1.76199
H 6.75070 6.63269 1.14240
H 7.49922 4.98572 0.77276
H 8.33783 5.94791 1.73633
C 2.79442 0.57561 -2.56719
O 4.01395 -0.06248 -2.28034
C 4.28225 -1.28997 -3.05007
C 3.29711 -2.46745 -2.64080
O 3.67451 -2.88217 -1.30165
C 2.83229 -3.89947 -0.72902
C 3.30284 -5.29640 -0.92629
O 4.39563 -5.50663 -0.03742
C 5.26406 -6.65467 -0.31812
H 1.97706 -0.01734 -2.15679
H 2.67044 0.66696 -3.64626
H 2.76147 1.55012 -2.08001
H 5.32036 -1.49341 -2.78732
H 4.10967 -1.13193 -4.11465
H 3.35853 -3.31686 -3.32113
H 2.24555 -2.18989 -2.71346
H 1.79091 -3.76039 -1.01932
H 2.79705 -3.69637 0.34131
H 3.62458 -5.41855 -1.96053
H 2.60194 -6.10665 -0.72548
H 4.68448 -7.54205 -0.06366
H 6.11918 -6.67176 0.35759
H 5.72753 -6.58739 -1.30239
C -1.13484 -3.34991 -0.92919
O -0.51264 -4.42068 -1.63714
C -1.21277 -5.65854 -1.68721
C -0.18352 -6.80674 -2.05328
O 0.27631 -6.61683 -3.42376
C 1.31522 -7.54994 -3.85533
C 1.55681 -7.41149 -5.40318
O 2.70037 -6.68185 -5.81155
C 2.76699 -6.72442 -7.26292
H -1.49544 -3.65949 0.05175
H -1.95973 -2.90768 -1.48783
H -0.47311 -2.50261 -0.74947
H -2.02732 -5.56918 -2.40596
H -1.57252 -5.83230 -0.67307
H -0.71473 -7.74630 -1.90119
H 0.69076 -6.87681 -1.40611
H 1.01350 -8.58282 -3.68147
H 2.20838 -7.22754 -3.32016
H 0.69511 -6.90597 -5.83911
H 1.58498 -8.44205 -5.75712
H 3.57688 -6.07680 -7.59872
H 1.87683 -6.52831 -7.86062
H 3.10165 -7.70799 -7.59260
C 0.57535 4.71768 -2.24121
O -0.32908 3.88715 -2.10381
N 1.69053 4.70211 -1.45163
C 2.64962 5.82857 -1.65344
C 1.90995 3.74819 -0.34444
H 0.58385 5.57255 -2.93498
H 2.59572 6.37709 -2.59382
H 3.67890 5.48143 -1.56302
H 2.56398 6.54820 -0.83925
H 2.65589 2.98723 -0.57380
H 2.12627 4.39051 0.50922
H 0.99860 3.20185 -0.10143
C -4.79737 -1.77205 -0.49297
O -4.87047 -2.05523 -1.69238
N -4.90357 -2.66797 0.51884
C -4.43015 -2.20682 1.81399
C -5.33756 -4.07277 0.41153
H -4.56914 -0.74865 -0.15718
H -4.39233 -1.12830 1.96721
H -3.47275 -2.63518 2.11061
H -5.08887 -2.72561 2.51045
H -4.38825 -4.60437 0.34585
H -5.75823 -4.46259 1.33845
H -5.92752 -4.20759 -0.49504
C -5.21432 2.53220 -0.19080
O -4.18249 2.65538 -0.83720
N -6.30160 1.79181 -0.56309
C -7.47533 1.84274 0.26064
C -6.27091 0.99874 -1.75400
H -5.46118 2.97045 0.78859
H -7.29659 2.43649 1.15709
H -7.78353 0.85144 0.59295
H -8.16424 2.27330 -0.46609
H -6.37602 -0.03052 -1.41096
H -7.03615 1.24859 -2.48891
H -5.29704 0.88945 -2.23121
C -2.28191 1.34396 -4.04773
O -2.18829 1.93568 -2.94848
N -1.49718 1.67971 -5.09898
C -0.46994 2.70599 -5.06459
C -1.46797 0.98182 -6.37726
H -3.08605 0.63966 -4.31141
H -0.75301 3.65541 -4.61008
H 0.01680 2.90860 -6.01860
H 0.33784 2.32921 -4.43720
H -0.60268 0.33356 -6.51555
H -2.32831 0.32074 -6.48157
H -1.49007 1.74346 -7.15670
C -1.71165 4.31719 1.44123
O -1.92529 4.30806 0.23699
N -1.31321 5.40282 2.13422
C -1.01133 5.20177 3.56941
C -1.27365 6.74715 1.63681
H -1.72538 3.36953 2.00155
H -0.83036 4.19922 3.95703
H -1.84848 5.62502 4.12450
H -0.20922 5.86562 3.89193
H -0.22953 6.92620 1.38020
H -1.86349 6.80845 0.72224
H -1.72448 7.51016 2.27137

## Properties
- Kohn-Sham gap (alpha / beta): 7.790 / 6.401 eV
- Total energy: -5541.97183 Ha
- Net charge: +1
- Energy relative to the best compared isomer or geometry (same formula, charge and spin): 0.0 kJ/mol
- Spin multiplicity: 3
- Expectation value of S²: 2.0026

***

The lowest energy relative to the best compared isomer or geometry (same formula, charge and spin) belongs to which entry? C39H91F6N5NiO17P

***

The lowest total energy belongs to which entry? C39H91F6N5NiO17P

***

What is the total energy in the third record? -5541.97183 Ha

***

Which of these has the lowest energy relative to the best compared isomer or geometry (same formula, charge and spin)? C39H91F6N5NiO17P